Entry 1:
{
  "formula": "C66H198N33O11P11",
  "method": "ωB97M-V with the def2-TZVPD basis set",
  "symbols": ["C", "N", "C", "P", "O", "N", "C", "C", "N", "C", "C", "H", "H", "H", "H", "H", "H", "H", "H", "H", "H", "H", "H", "H", "H", "H", "H", "H", "H", "C", "N", "C", "P", "O", "N", "C", "C", "N", "C", "C", "H", "H", "H", "H", "H", "H", "H", "H", "H", "H", "H", "H", "H", "H", "H", "H", "H", "H", "C", "N", "C", "P", "O", "N", "C", "C", "N", "C", "C", "H", "H", "H", "H", "H", "H", "H", "H", "H", "H", "H", "H", "H", "H", "H", "H", "H", "H", "C", "N", "C", "P", "O", "N", "C", "C", "N", "C", "C", "H", "H", "H", "H", "H", "H", "H", "H", "H", "H", "H", "H", "H", "H", "H", "H", "H", "H", "C", "N", "C", "P", "O", "N", "C", "C", "N", "C", "C", "H", "H", "H", "H", "H", "H", "H", "H", "H", "H", "H", "H", "H", "H", "H", "H", "H", "H", "C", "N", "C", "P", "O", "N", "C", "C", "N", "C", "C", "H", "H", "H", "H", "H", "H", "H", "H", "H", "H", "H", "H", "H", "H", "H", "H", "H", "H", "C", "N", "C", "P", "O", "N", "C", "C", "N", "C", "C", "H", "H", "H", "H", "H", "H", "H", "H", "H", "H", "H", "H", "H", "H", "H", "H", "H", "H", "C", "N", "C", "P", "O", "N", "C", "C", "N", "C", "C", "H", "H", "H", "H", "H", "H", "H", "H", "H", "H", "H", "H", "H", "H", "H", "H", "H", "H", "C", "N", "C", "P", "O", "N", "C", "C", "N", "C", "C", "H", "H", "H", "H", "H", "H", "H", "H", "H", "H", "H", "H", "H", "H", "H", "H", "H", "H", "C", "N", "C", "P", "O", "N", "C", "C", "N", "C", "C", "H", "H", "H", "H", "H", "H", "H", "H", "H", "H", "H", "H", "H", "H", "H", "H", "H", "H", "C", "N", "C", "P", "O", "N", "C", "C", "N", "C", "C", "H", "H", "H", "H", "H", "H", "H", "H", "H", "H", "H", "H", "H", "H", "H", "H", "H", "H"],
  "xyz": [[-4.67490, 3.14589, 4.22124], [-5.98500, 2.32337, 4.04507], [-5.72236, 0.90188, 4.47388], [-7.54699, 2.94038, 4.17412], [-8.35324, 1.99220, 4.98270], [-7.41646, 4.46580, 4.97904], [-7.08922, 5.74686, 4.26003], [-7.41619, 4.62696, 6.41538], [-8.13069, 3.08878, 2.63968], [-9.63978, 3.21299, 2.51752], [-7.33719, 3.60316, 1.45681], [-3.83443, 2.57552, 3.82578], [-4.42168, 3.19972, 5.28005], [-4.74259, 4.10683, 3.71124], [-4.77556, 0.94921, 5.01187], [-5.34937, 0.36718, 3.60035], [-6.60980, 0.41252, 4.87524], [-7.17660, 5.50978, 3.19972], [-7.64443, 6.57603, 4.69858], [-6.06639, 6.00224, 4.53698], [-6.39903, 4.36960, 6.71078], [-7.73013, 5.58003, 6.84107], [-8.21401, 3.93140, 6.67573], [-9.93390, 4.04687, 3.15490], [-10.15071, 3.30355, 1.55896], [-10.08266, 2.36202, 3.03501], [-6.48416, 4.19183, 1.79430], [-8.00217, 4.12674, 0.76996], [-6.80037, 2.82259, 0.91771], [10.20158, 1.43407, -2.24771], [8.85690, 1.72510, -2.70095], [8.44416, 0.91760, -3.89280], [8.30065, 3.27197, -2.39137], [6.87315, 3.57112, -2.89732], [8.42272, 3.45616, -0.68428], [7.41688, 2.78137, 0.13948], [9.70463, 3.35435, 0.04109], [9.39597, 4.31093, -3.06208], [9.94513, 4.15880, -4.46117], [9.61253, 5.65816, -2.67327], [10.18206, 0.94313, -1.27472], [10.98989, 2.18681, -2.25467], [10.76451, 0.76269, -2.89613], [7.42971, 1.01792, -4.27873], [8.38125, -0.12881, -3.59417], [9.16795, 0.87641, -4.70676], [7.68367, 1.73157, 0.26132], [7.26290, 3.25235, 1.11034], [6.51431, 2.82388, -0.47015], [10.59067, 3.85445, -0.34996], [9.48750, 3.73509, 1.03908], [9.97154, 2.33339, 0.31403], [9.73104, 3.16037, -4.84249], [9.49079, 4.92573, -5.08846], [11.02224, 4.27573, -4.34175], [10.65028, 5.83097, -2.38813], [9.03135, 5.86313, -1.77421], [9.21723, 6.38877, -3.37900], [7.89793, -0.64891, 1.96332], [8.60224, -1.27477, 0.88816], [8.08184, -0.98158, -0.41477], [10.16377, -2.15082, 1.01104], [10.30883, -2.88700, -0.26884], [11.30166, -0.94898, 1.35390], [12.43750, -0.81092, 0.40565], [11.34828, -0.11665, 2.61750], [10.22648, -3.11771, 2.49616], [9.01505, -3.94524, 2.73764], [11.40743, -3.89599, 2.68632], [8.02929, 0.42831, 2.06545], [8.29939, -0.89568, 2.94619], [6.82163, -0.81761, 1.92836], [8.76689, -0.23758, -0.82132], [7.07943, -0.55377, -0.39939], [8.18415, -1.86568, -1.04405], [13.28732, -0.21965, 0.74669], [12.78816, -1.84279, 0.38606], [12.15521, -0.39588, -0.56190], [10.58245, -0.60818, 3.21750], [12.28119, -0.17070, 3.17863], [11.14863, 0.95481, 2.60249], [8.96740, -4.25662, 3.78113], [8.12210, -3.36956, 2.49408], [9.08146, -4.96293, 2.35292], [12.10712, -3.46873, 3.40464], [11.98157, -4.14197, 1.79305], [11.20190, -4.87243, 3.12499], [-8.34122, -0.93331, -2.52928], [-7.20651, -1.06729, -3.43208], [-5.99855, -1.24075, -2.70416], [-7.20411, -0.23498, -4.90669], [-5.98094, -0.51435, -5.77796], [-8.62992, -0.87039, -5.54766], [-8.68224, -2.25726, -5.97175], [-9.18752, 0.00565, -6.55434], [-7.30535, 1.49964, -4.52031], [-6.17632, 2.44573, -4.60614], [-8.51708, 2.14294, -3.96970], [-8.46932, -1.89920, -2.04066], [-9.32025, -0.85337, -3.00174], [-8.22456, -0.30425, -1.64680], [-5.36102, -1.78914, -3.39764], [-6.15522, -2.03419, -1.97340], [-5.59371, -0.45546, -2.06578], [-8.07777, -2.49920, -6.84592], [-8.27431, -2.95600, -5.24136], [-9.69374, -2.61730, -6.15971], [-9.36391, 0.91829, -5.98507], [-8.53502, 0.06269, -7.42560], [-10.18757, -0.33492, -6.82269], [-5.60743, 2.23666, -3.70019], [-5.69221, 2.27063, -5.56691], [-6.53189, 3.47397, -4.67235], [-9.25954, 1.38001, -3.73565], [-8.92953, 3.03508, -4.44095], [-8.16496, 2.55777, -3.02522], [0.79658, -3.41179, 5.20054], [-0.08499, -4.60534, 5.26512], [0.17585, -5.30037, 6.63225], [-1.65028, -4.45118, 4.60284], [-1.77304, -4.28405, 3.13305], [-2.43654, -5.90767, 5.12251], [-2.06842, -7.03078, 4.33660], [-3.87821, -5.79854, 5.45024], [-2.31293, -3.12780, 5.54212], [-3.22712, -2.25540, 4.74346], [-2.47984, -3.18361, 6.97831], [0.15550, -2.66407, 4.73361], [1.69849, -3.53018, 4.60001], [1.14596, -2.99944, 6.14712], [1.11209, -5.85233, 6.54930], [-0.63975, -5.91137, 7.01900], [0.34472, -4.57750, 7.43040], [-1.93169, -6.69745, 3.30786], [-1.09017, -7.24482, 4.76707], [-2.64300, -7.95045, 4.44690], [-3.97099, -5.17277, 6.33787], [-4.42154, -5.20433, 4.71553], [-4.37485, -6.75878, 5.58945], [-4.17281, -2.78766, 4.64112], [-3.21381, -1.26640, 5.20150], [-2.72712, -2.16209, 3.77940], [-3.44307, -2.72208, 7.19574], [-1.70248, -2.56553, 7.42753], [-2.41742, -4.09784, 7.56855], [4.44459, 8.68043, 5.04462], [3.24885, 8.03631, 4.58394], [3.20291, 7.93641, 3.05870], [1.91969, 7.58626, 5.64887], [2.48010, 6.79299, 6.76087], [1.10669, 8.97327, 6.06534], [1.08189, 9.35073, 7.52008], [0.37766, 9.94859, 5.18035], [0.86087, 6.52496, 4.70471], [0.57635, 5.12134, 5.10715], [-0.09444, 6.96062, 3.69679], [4.96775, 9.30225, 4.31816], [5.21228, 7.92397, 5.20750], [4.18327, 9.12953, 6.00281], [3.36860, 6.91215, 2.72475], [3.93351, 8.53627, 2.51603], [2.22376, 8.13249, 2.62176], [0.30473, 10.08747, 7.72341], [0.73491, 8.51113, 8.12240], [2.02206, 9.66536, 7.97305], [0.58135, 10.96654, 5.51260], [0.53416, 9.67240, 4.13760], [-0.69416, 9.84844, 5.35141], [-0.20253, 5.13683, 5.86951], [0.07670, 4.58898, 4.29781], [1.51216, 4.65332, 5.41263], [0.35911, 7.52422, 2.88147], [-0.92160, 7.38527, 4.26562], [-0.58328, 6.17948, 3.11459], [1.14358, 1.44892, -0.90565], [-0.18033, 1.08247, -0.38340], [-1.26050, 1.01580, -1.34818], [-0.36040, 0.98018, 1.32506], [-0.51796, 2.33530, 1.91745], [-1.73420, -0.16048, 1.51187], [-3.09647, 0.42861, 1.88420], [-1.76836, -1.55718, 0.91004], [1.08994, 0.09171, 1.81601], [1.95706, 0.67398, 2.80937], [1.52755, -1.15564, 1.41729], [1.69815, 2.01325, -0.15593], [1.05000, 2.13899, -1.74418], [1.71828, 0.57861, -1.22250], [-1.67167, 1.98347, -1.63567], [-2.04092, 0.30661, -1.07232], [-0.91791, 0.86754, -2.37227], [-3.62097, -0.40847, 2.34496], [-2.97433, 1.31781, 2.50266], [-3.57912, 0.73328, 0.95558], [-1.38865, -2.17390, 1.72464], [-2.76487, -1.77929, 0.52828], [-1.05603, -1.78094, 0.11593], [2.56329, -0.03273, 3.37606], [2.76008, 1.33065, 2.47463], [1.25990, 1.16829, 3.48592], [1.17055, -1.97920, 2.03568], [2.61644, -1.14828, 1.36870], [1.19119, -1.26404, 0.38616], [-4.18550, -5.11996, 0.18978], [-4.82292, -5.74132, -0.91133], [-4.56248, -5.02537, -2.12518], [-6.52623, -6.32169, -0.74950], [-7.55083, -5.23789, -0.66269], [-6.85659, -7.39629, -2.05615], [-8.22599, -7.35414, -2.61069], [-5.86143, -8.25799, -2.76280], [-6.57878, -7.33015, 0.63622], [-5.55085, -8.28988, 1.00090], [-7.85717, -7.56214, 1.48455], [-4.72440, -4.23238, 0.52129], [-3.14256, -4.92969, -0.06352], [-4.09079, -5.91349, 0.93102], [-5.18429, -4.14033, -2.25993], [-4.80398, -5.74240, -2.90981], [-3.52958, -4.70819, -2.26868], [-8.35724, -8.10626, -3.38862], [-8.87439, -7.62960, -1.77894], [-8.29925, -6.35019, -3.02882], [-6.18475, -9.16040, -3.28168], [-5.27502, -7.73239, -3.51644], [-5.12724, -8.73330, -2.11230], [-5.55040, -8.38985, 2.08631], [-5.81962, -9.29178, 0.66614], [-4.57620, -7.90403, 0.70211], [-8.42627, -6.63262, 1.49932], [-7.46409, -7.56411, 2.50121], [-8.38852, -8.43638, 1.10842], [5.33103, -6.42453, -0.24337], [6.22049, -5.82998, -1.25599], [7.20825, -4.90671, -0.68465], [5.82064, -6.01009, -2.87952], [5.41580, -7.36431, -3.29740], [4.59035, -4.87682, -3.02755], [3.33536, -5.36036, -3.63313], [4.50313, -3.50584, -2.44018], [7.16295, -5.23802, -3.79871], [8.56615, -5.59240, -3.52568], [6.96106, -4.54676, -5.05278], [5.16900, -5.82576, 0.65291], [5.65360, -7.39841, 0.12486], [4.28954, -6.49074, -0.55803], [7.86313, -4.25116, -1.25866], [8.03208, -5.51285, -0.30784], [6.86876, -4.21382, 0.08525], [3.61875, -5.61268, -4.65496], [3.10160, -6.18644, -2.96153], [2.54911, -4.60891, -3.70543], [3.77610, -3.44164, -1.63061], [5.47875, -3.38916, -1.96832], [3.96670, -2.82773, -3.10390], [9.33263, -4.82619, -3.64197], [8.63089, -6.00691, -2.51966], [8.88761, -6.30864, -4.28184], [7.33749, -5.30764, -5.73650], [7.46402, -3.58048, -5.01488], [5.89866, -4.33180, -5.16760], [-0.34764, 7.65464, -2.05499], [-1.42429, 6.68959, -1.61343], [-1.15948, 5.34931, -2.05252], [-3.08434, 7.08229, -1.94612], [-3.42376, 6.85161, -3.40359], [-3.96844, 6.01434, -0.83753], [-3.65197, 5.82664, 0.62437], [-5.29673, 5.55444, -1.33705], [-3.25095, 8.68442, -1.50016], [-3.78663, 9.70219, -2.41996], [-2.97721, 9.10210, -0.15638], [0.12657, 7.34656, -2.98682], [0.39446, 7.77458, -1.26569], [-0.82225, 8.63401, -2.11565], [-1.27051, 5.31305, -3.13624], [-1.58591, 4.49011, -1.53480], [-0.14561, 5.07281, -1.76319], [-4.49726, 6.23886, 1.17542], [-3.34998, 4.79465, 0.80293], [-2.81596, 6.44105, 0.95856], [-5.99244, 6.38587, -1.22381], [-5.30178, 5.23681, -2.37973], [-5.62225, 4.65633, -0.81215], [-3.66485, 10.71543, -2.03706], [-3.20403, 9.70713, -3.34118], [-4.85322, 9.54066, -2.57619], [-2.15734, 8.63771, 0.39157], [-3.83124, 8.82761, 0.46280], [-3.05047, 10.18951, -0.17305], [-0.87723, -3.54508, -2.79435], [-1.14372, -3.30885, -4.22094], [-2.34055, -2.34529, -4.41342], [-0.34103, -4.17240, -5.50923], [0.58092, -5.22027, -4.94986], [-1.78702, -4.77513, -6.29690], [-2.83998, -4.08996, -7.09909], [-2.31856, -6.09857, -5.78854], [0.39003, -2.87297, -6.43123], [1.43758, -3.22678, -7.30134], [0.58175, -1.52443, -5.96499], [-1.48685, -2.84065, -2.22845], [0.15907, -3.57527, -2.45780], [-1.21337, -4.57208, -2.65157], [-3.10496, -2.53333, -3.65949], [-2.73051, -2.22800, -5.42449], [-2.08982, -1.28639, -4.35042], [-2.32382, -3.22572, -7.51715], [-3.14343, -4.84587, -7.82338], [-3.64343, -3.71224, -6.46672], [-1.69498, -6.92103, -6.13898], [-2.23695, -6.25841, -4.71341], [-3.38595, -6.30103, -5.87679], [1.57274, -2.40714, -8.00704], [2.27327, -3.67880, -6.76711], [0.86512, -3.96844, -7.85842], [1.03994, -1.63375, -4.98203], [-0.40880, -1.11630, -5.76407], [1.17028, -0.86832, -6.60628]],
  "lowdin_charge": [-0.062, -0.258, -0.090, 0.507, -0.304, -0.314, -0.092, -0.121, -0.273, -0.086, -0.097, 0.044, 0.073, 0.057, 0.062, 0.047, 0.074, 0.050, 0.075, 0.064, 0.078, 0.081, 0.075, 0.069, 0.078, 0.066, 0.037, 0.079, 0.067, -0.156, -0.270, -0.094, 0.576, -0.343, -0.277, -0.112, -0.133, -0.321, -0.056, -0.153, 0.041, 0.082, 0.088, 0.083, 0.068, 0.071, 0.047, 0.089, 0.076, 0.081, 0.076, 0.055, 0.063, 0.084, 0.082, 0.084, 0.079, 0.086, -0.162, -0.293, -0.125, 0.659, -0.290, -0.291, -0.100, -0.085, -0.288, -0.121, -0.155, 0.061, 0.068, 0.084, 0.044, 0.093, 0.063, 0.079, 0.069, 0.062, 0.051, 0.073, 0.067, 0.076, 0.063, 0.075, 0.078, 0.081, 0.081, -0.131, -0.308, -0.143, 0.644, -0.332, -0.322, -0.122, -0.126, -0.300, -0.098, -0.140, 0.079, 0.074, 0.084, 0.067, 0.068, 0.086, 0.082, 0.076, 0.083, 0.056, 0.092, 0.086, 0.079, 0.077, 0.077, 0.062, 0.079, 0.069, -0.128, -0.261, -0.092, 0.612, -0.292, -0.317, -0.148, -0.095, -0.300, -0.089, -0.137, 0.058, 0.073, 0.075, 0.074, 0.063, 0.059, 0.068, 0.071, 0.088, 0.053, 0.068, 0.084, 0.079, 0.082, 0.045, 0.084, 0.076, 0.073, -0.150, -0.290, -0.094, 0.597, -0.293, -0.296, -0.104, -0.084, -0.286, -0.097, -0.149, 0.072, 0.075, 0.073, 0.069, 0.070, 0.034, 0.073, 0.071, 0.075, 0.077, 0.063, 0.070, 0.075, 0.064, 0.076, 0.054, 0.078, 0.071, -0.109, -0.303, -0.118, 0.674, -0.311, -0.282, -0.091, -0.099, -0.318, -0.133, -0.164, 0.075, 0.078, 0.074, 0.062, 0.065, 0.075, 0.055, 0.043, 0.069, 0.046, 0.078, 0.052, 0.076, 0.078, 0.071, 0.081, 0.088, 0.068, -0.141, -0.304, -0.132, 0.653, -0.318, -0.300, -0.102, -0.114, -0.307, -0.145, -0.055, 0.091, 0.087, 0.060, 0.066, 0.058, 0.064, 0.077, 0.073, 0.074, 0.074, 0.052, 0.067, 0.066, 0.078, 0.064, 0.068, 0.068, 0.078, -0.105, -0.284, -0.153, 0.584, -0.283, -0.328, -0.113, -0.077, -0.313, -0.126, -0.119, 0.074, 0.079, 0.074, 0.053, 0.074, 0.073, 0.076, 0.077, 0.049, 0.063, 0.060, 0.073, 0.079, 0.062, 0.072, 0.083, 0.078, 0.068, -0.079, -0.295, -0.173, 0.622, -0.317, -0.282, -0.097, -0.109, -0.330, -0.092, -0.130, 0.082, 0.072, 0.062, 0.083, 0.065, 0.079, 0.068, 0.076, 0.050, 0.076, 0.062, 0.060, 0.074, 0.079, 0.081, 0.073, 0.069, 0.078, -0.121, -0.274, -0.078, 0.680, -0.292, -0.293, -0.115, -0.115, -0.342, -0.153, -0.116, 0.061, 0.069, 0.061, 0.056, 0.055, 0.058, 0.072, 0.080, 0.065, 0.073, 0.056, 0.074, 0.089, 0.084, 0.080, 0.077, 0.058, 0.089],
  "total_energy_ev": -245525.760,
  "de_lowest_kcal_mol": 329.2,
  "multiplicity": 1,
  "lumo_energy_ev": 0.3,
  "smiles": "CN(C)P(=O)(N(C)C)N(C)C.CN(C)P(=O)(N(C)C)N(C)C.CN(C)P(=O)(N(C)C)N(C)C.CN(C)P(=O)(N(C)C)N(C)C.CN(C)P(=O)(N(C)C)N(C)C.CN(C)P(=O)(N(C)C)N(C)C.CN(C)P(=O)(N(C)C)N(C)C.CN(C)P(=O)(N(C)C)N(C)C.CN(C)P(=O)(N(C)C)N(C)C.CN(C)P(=O)(N(C)C)N(C)C.CN(C)P(=O)(N(C)C)N(C)C"
}

---

Entry 2:
{
  "formula": "C5H6N",
  "method": "ωB97M-V with the def2-TZVPD basis set",
  "symbols": ["C", "C", "C", "C", "C", "N", "H", "H", "H", "H", "H", "H"],
  "xyz": [[1.52055, 0.10187, 0.04465], [2.61018, -0.23345, 0.57473], [-0.80594, -0.88179, 0.07592], [-0.91133, 0.55177, 0.62513], [0.35935, -0.54966, -0.75235], [0.34975, 0.91713, -0.38822], [-0.48229, -1.63889, 0.84674], [-1.62681, -1.17753, -0.41032], [-1.74395, 1.38054, 0.39159], [-0.38826, 0.78436, 1.54656], [0.57684, -1.03965, -1.69640], [0.54189, 1.78530, -0.85804]],
  "lowdin_charge": [-0.260, 0.314, -0.083, 0.067, -0.078, 0.105, 0.170, 0.088, 0.190, 0.121, 0.175, 0.191],
  "total_energy_ev": -6757.537,
  "de_lowest_kcal_mol": 176.2,
  "multiplicity": 1,
  "lumo_energy_ev": -6.1,
  "total_charge": 1
}